9 unconnected molecules or ions with the total composition C43H112N10O14 in a non-equilibrium geometry. Source: OMol25; level of theory: wB97M-V/def2-TZVPD.

The gap between HOMO and LUMO is 9.10 eV. The SMILES is COC[C@H](C)N.COC[C@H](C)N.COC[C@H](C)N.COCCNCCOC.COCCNCCOC.COCCNCCOC.COCCNCCOC.COCCNCCOC.NC(N)=O. As for the relative energy (zero: lowest compared OMol25 entry of this formula, charge and spin): 0.000 eV. For the total energy, the calculation gives -89964.18855 eV.

The geometry in XYZ format:
```
179
Properties=species:S:1:pos:R:3:forces:R:3:mulliken_charge:R:1
O -4.84453 -3.79962 -4.61486 -0.663 0.487 -0.424 -0.401
O -1.01037 -4.53559 2.96136 0.285 0.726 -1.170 -0.085
O -2.03244 7.44705 -3.28979 0.103 -1.834 1.093 -0.237
O 7.98358 1.59953 5.36700 0.228 -0.253 -0.125 -0.294
O 1.67227 3.36177 -1.87279 -1.210 2.491 0.405 -0.132
O -5.86311 3.75478 1.63038 -0.088 -0.312 0.090 -0.228
O 1.41150 -4.04862 -5.45223 0.405 0.173 0.226 -0.379
O 0.02907 -1.68000 -1.50844 -0.669 0.319 -0.726 -0.386
O 6.58639 1.01291 0.66980 0.217 -0.639 1.112 -0.301
O 7.05405 -0.81217 -6.40012 0.329 0.608 -2.578 -0.331
O -3.53562 -2.19165 0.74322 0.282 -0.711 -0.078 -0.119
O -1.73291 1.65625 -2.25115 -4.533 -3.401 -0.167 -0.678
O -3.54435 4.97216 4.41792 -0.015 0.751 -0.108 -0.293
O 1.26452 1.39064 5.69857 -0.848 1.609 -0.712 -0.306
N 6.16882 2.23364 3.37791 0.529 0.631 -2.523 -0.338
N -1.53033 1.97627 4.93515 1.021 -0.055 -0.440 -0.288
N -2.65528 -0.51815 -1.71126 0.432 3.059 -1.258 0.773
N 0.33002 0.95052 -0.44368 1.018 0.085 -1.095 -0.244
N -1.06391 4.74080 -3.13184 -0.452 -0.740 0.977 -0.458
N -3.29543 -5.63316 3.84828 0.572 0.607 0.860 -0.820
N 4.99071 -3.43786 -4.84110 -0.678 0.534 -0.478 -0.291
N -4.73011 0.27211 1.75309 0.526 0.014 -0.665 -0.446
N -4.10339 1.31622 -2.43677 3.371 -1.227 1.067 -0.273
N -2.41083 -6.24803 -3.45807 -0.809 0.455 -0.134 -0.554
C -0.33377 -3.02441 -1.61075 0.575 -0.673 -0.291 0.041
C -2.26808 -6.15559 6.05891 -0.559 0.597 0.759 -1.555
C -4.74654 -2.40532 -4.77568 -0.174 0.554 -0.897 -0.442
C -4.71379 -5.77508 -2.59208 -0.115 0.076 -1.242 -1.135
C 6.71816 -1.93024 -5.67316 -0.095 -1.495 0.493 -0.661
C 5.86657 2.15449 0.95823 -1.349 0.737 0.513 -0.500
C -3.23844 3.74928 4.99816 -0.117 -1.398 -0.355 -0.395
C 6.98453 -0.95883 -7.88783 0.520 0.712 1.696 -0.710
C 0.41534 0.51684 5.04238 0.244 -1.044 -0.333 -0.674
C -3.78108 -5.74797 -3.85138 0.267 -2.327 1.838 0.394
C 0.20516 -3.34485 -5.45066 -0.301 0.341 -0.043 -0.213
C -3.31715 -3.60009 0.66064 0.794 0.486 -0.323 1.011
C 0.25630 -4.45541 2.35059 -0.150 0.065 -0.640 -0.410
C -7.05591 4.42563 1.30512 -0.304 0.136 -1.011 -0.840
C 5.23145 -2.26261 -5.69002 0.278 -0.156 0.250 -0.413
C -0.92132 -5.25573 4.12761 0.952 -1.044 0.401 -0.949
C -3.61579 -4.38830 -4.36155 1.322 1.769 -0.313 0.438
C -4.64153 1.72268 1.75932 0.477 0.502 0.814 0.417
C 5.21023 1.95232 2.29865 0.299 -0.064 0.801 -0.687
C -2.20491 -5.21380 4.83864 -2.340 -0.613 0.457 0.693
C -5.95731 2.34309 1.44357 -0.896 0.495 -0.484 -0.588
C 0.88125 -1.40405 -0.44816 0.337 -2.124 0.922 -1.142
C 3.69997 -4.13876 -5.10479 1.720 -0.853 0.680 -0.662
C -2.44366 5.16301 -2.79609 0.002 -1.184 -0.257 -0.076
C -0.12252 5.02562 -2.02082 -1.816 0.128 -0.135 -0.230
C -3.42329 -0.26251 2.12754 0.466 0.913 0.197 -0.146
C -3.37389 -1.74636 2.07576 -0.537 -0.146 0.759 -0.490
C 5.78959 1.64054 4.57190 -1.235 -1.901 1.335 -0.464
C -2.76596 0.85957 -2.15396 1.798 0.842 0.354 0.381
C 1.41682 -0.06276 -0.53796 0.635 2.316 0.160 1.596
C 2.52850 -3.22064 -5.22965 0.217 -0.006 0.146 -0.002
C 7.31187 1.15696 -0.47739 0.250 -0.337 -1.954 -0.721
C 2.06063 0.72577 6.55063 1.641 -0.495 1.764 -0.807
C -4.76796 5.52322 4.83014 -0.444 -0.364 0.875 -0.667
C 1.25029 4.66941 -2.41973 1.601 -0.170 1.018 -1.047
C -2.89414 6.34873 -3.57343 0.045 0.833 0.001 -0.581
C -2.06065 3.15698 4.23544 0.414 -0.068 -0.008 -0.613
C -0.41565 1.32020 4.16835 -1.393 2.106 -1.166 -0.269
C 8.95079 2.25735 6.13196 0.534 0.214 0.025 -0.779
C 2.25386 2.55414 -2.80525 1.119 -1.040 -0.515 -0.648
C 6.68772 2.01047 5.68544 -0.410 0.521 1.447 -0.674
C -2.42347 8.58501 -3.90816 -0.507 1.957 -0.917 -0.805
C 2.39764 0.14086 0.61459 0.273 0.175 0.168 -1.562
H -1.86852 8.72763 -4.84641 -0.249 0.074 -0.105 0.276
H -0.07592 -4.88557 4.72083 -0.138 0.003 0.342 0.446
H -4.23809 2.12300 -3.00202 0.090 0.372 -0.120 0.207
H 0.89422 -3.75246 2.89805 0.116 -0.101 -0.123 0.310
H 0.04224 -2.86052 -6.42319 -0.251 -0.214 0.014 0.352
H -2.23552 -3.78966 0.61017 -0.206 -0.077 0.119 0.001
H 8.11716 0.42866 -0.50890 0.230 0.066 0.204 0.265
H -1.09036 2.26863 5.81501 -0.323 0.028 -0.330 0.372
H -5.75557 -2.01345 -4.93906 0.078 -0.135 0.365 0.322
H 4.73941 1.83372 4.82160 0.111 0.636 0.031 0.298
H 8.75315 2.15134 7.20731 0.079 0.042 -0.080 0.298
H 7.03525 -1.75956 -4.64347 -0.077 0.187 0.068 0.346
H 4.72808 -1.39046 -5.26226 -0.280 -0.108 -0.259 0.187
H -3.11957 4.34534 -3.08605 0.075 0.052 0.018 -0.173
H 2.86678 3.12951 -3.50286 -0.109 -0.115 -0.325 0.506
H 9.91568 1.81395 5.88865 -0.022 -0.110 0.126 0.245
H -4.07410 3.02546 4.89562 0.047 0.354 0.202 0.273
H 2.41463 -2.69008 -4.26743 -0.044 0.233 -0.386 0.092
H 1.91002 5.44186 -1.98312 0.181 -0.505 -0.243 0.186
H -2.99552 3.81647 6.07252 -0.054 0.221 -0.118 0.358
H -2.35256 2.81030 3.23579 -0.187 0.221 0.182 0.138
H -7.95941 3.84112 1.54220 0.255 0.062 0.136 0.358
H -2.89272 6.14698 -4.65845 -0.010 0.007 0.230 0.312
H 3.02788 -0.74270 0.77555 -0.128 0.099 0.020 0.550
H -0.40618 4.44730 -1.12814 0.119 0.139 0.041 0.209
H -1.83786 -6.41597 -4.28427 -0.195 -0.023 0.175 0.209
H 1.02632 -0.14112 4.40091 -0.127 -0.306 0.331 0.457
H 1.98375 0.07312 -1.47908 -0.209 -0.381 0.129 0.147
H -2.44320 -2.05637 2.57893 -0.016 -0.357 -0.543 0.254
H -4.20862 -6.45357 -4.58596 -0.068 0.558 -0.051 0.232
H -5.75251 -5.61485 -2.90854 0.265 0.137 -0.045 0.335
H 0.14494 -2.53732 -4.70129 0.260 -0.285 0.070 0.032
H -3.91707 6.62092 -3.24146 0.206 -0.117 -0.306 0.390
H 0.08717 -4.11841 1.32959 0.142 0.304 0.031 -0.175
H -1.33578 3.97984 4.06061 0.034 -0.413 0.204 0.375
H 1.71299 -2.13867 -0.44404 -0.137 0.169 -0.163 0.608
H -0.23725 6.08612 -1.77600 0.272 -0.092 -0.078 0.481
H -4.87743 5.51466 5.93822 0.187 -0.084 -0.409 0.313
H 6.30404 1.53322 6.61402 0.395 -0.019 -0.192 0.355
H -3.19191 0.09154 3.14586 -0.220 -0.310 -0.070 0.313
H 0.74782 -5.43547 2.25328 -0.107 0.088 0.329 0.390
H -4.19052 -5.27152 4.19172 0.334 -0.296 -0.024 0.324
H 7.68421 2.17774 -0.59020 0.304 -0.023 -0.031 0.335
H -2.22745 9.45664 -3.27384 0.159 -0.115 0.012 0.236
H -3.68376 -4.13555 1.53441 -0.417 0.098 -0.102 0.132
H -4.22511 -2.15812 2.64544 0.250 0.065 0.151 0.312
H 6.50948 3.04647 1.01853 -0.007 -0.095 -0.170 0.474
H 3.78609 -4.82233 -5.97002 -0.254 0.387 0.019 0.302
H -4.26110 -1.89871 -3.92457 -0.140 -0.256 -0.069 0.027
H -2.23149 -7.22839 5.87540 0.045 0.103 -0.525 0.356
H 7.38850 -0.01661 -8.28149 -0.297 -0.198 0.224 0.239
H -7.11312 5.39055 1.80836 0.219 -0.139 0.245 0.242
H -1.73189 -0.92826 -1.53240 -0.215 0.780 -0.049 -0.277
H -3.08867 -3.73210 -3.63406 -0.043 -0.603 0.177 -0.668
H 7.26913 -2.84949 -5.97755 0.004 0.374 -0.249 0.391
H 6.68292 0.92957 -1.36091 0.104 0.249 0.097 0.218
H -0.54164 -4.09287 -5.20568 -0.431 0.154 -0.258 0.037
H 4.90996 0.89290 2.39322 -0.340 0.235 -0.328 0.359
H 1.85204 0.38513 1.53149 -0.002 -0.177 -0.042 0.098
H 5.07976 2.33087 0.20814 0.182 0.041 -0.143 0.279
H -0.19315 -0.05532 5.75240 0.085 -0.247 0.006 0.304
H -1.54048 -5.94564 6.85915 0.129 0.197 -0.533 0.375
H 2.95358 1.89512 -2.27866 -0.087 -0.115 -0.086 0.043
H 2.36693 -0.21538 6.08666 0.312 -0.244 0.393 0.365
H -4.20177 -2.10526 -5.69997 0.066 -0.397 0.458 0.304
H -2.58832 0.16158 1.52353 -0.360 -0.204 -0.099 0.044
H 9.02771 3.32727 5.87309 -0.249 -0.164 0.130 0.325
H -4.88728 -0.02277 0.78215 -0.104 0.048 0.409 0.279
H -2.45232 -4.20689 5.22112 0.443 -0.114 -0.240 0.217
H 0.27104 2.08917 3.73691 -0.429 -0.271 0.114 0.259
H 1.34442 4.70172 -3.50455 0.066 -0.216 -0.017 0.518
H -3.75539 -3.97507 -0.26091 -0.184 0.042 0.119 -1.067
H -0.71960 -3.40219 -0.66191 -0.235 -0.031 -0.094 -0.389
H 1.57996 0.56795 7.52670 -0.059 -0.428 -0.068 0.309
H 0.81581 1.84391 -0.67450 -0.757 -0.515 0.493 0.067
H -2.53030 -7.13265 -2.97788 0.146 0.005 -0.082 0.221
H -0.70424 -6.30512 3.87216 0.071 -0.076 0.133 0.351
H 4.34936 2.61003 2.43648 -0.097 -0.127 -0.136 0.379
H 2.93271 1.34610 6.75950 0.205 -0.102 -0.057 0.222
H -7.09451 4.65525 0.21472 0.009 -0.246 0.440 0.268
H -6.26996 2.09987 0.40081 0.062 0.195 0.393 0.326
H -1.08194 3.70993 -3.14872 -0.159 0.519 -0.263 0.324
H -0.27579 0.83432 -1.27804 0.289 0.178 0.775 -0.086
H -3.82431 2.12169 1.13455 -0.246 -0.083 -0.192 0.194
H -1.04950 -3.11735 -2.42258 -0.303 -0.037 0.152 -0.129
H -5.62254 4.95374 4.42505 0.220 0.206 -0.069 0.192
H -3.50855 8.60735 -4.10845 0.209 -0.036 -0.118 0.322
H -4.39982 2.07622 2.77731 0.019 -0.377 -0.175 -0.557
H -4.81538 6.56663 4.53480 0.054 -0.018 -0.324 0.267
H -4.84327 0.68339 -2.27108 -0.692 -0.431 -0.144 0.171
H 5.75850 -4.08229 -4.98285 -0.124 -0.169 0.061 0.241
H 3.08355 0.97199 0.43327 -0.140 0.040 -0.108 0.016
H 1.50904 1.93346 -3.30783 0.038 -0.034 -0.386 0.153
H 5.75637 0.52182 4.53412 0.313 0.191 -0.171 0.287
H -2.92774 -4.36811 -5.23345 -0.453 -0.085 -0.107 0.363
H -2.65885 5.30988 -1.72727 0.480 0.083 -0.031 0.338
H -3.13054 -5.12228 2.98150 0.127 -0.206 0.303 0.306
H -0.77060 0.75548 3.29908 -0.384 0.005 0.291 0.136
H -4.46183 -4.96302 -1.91010 0.146 -0.277 0.116 -0.187
H 3.55541 -4.77415 -4.21734 -0.210 0.018 -0.354 0.307
H -3.23132 -5.94364 6.55327 0.162 -0.292 -0.195 0.361
H -6.72275 1.94774 2.13433 0.138 -0.034 -0.259 0.352
H 0.52706 -3.65710 -1.89563 -0.073 0.199 0.156 0.376
H 7.65684 -1.74502 -8.25588 -0.353 -0.168 0.321 0.293
H 6.68374 3.09253 5.90182 -0.085 -0.084 -0.357 0.374
H 4.92187 -2.41935 -6.73771 -0.122 0.087 0.177 0.324
H 0.38599 -1.54754 0.53048 -0.254 0.111 -0.173 -0.010
H -4.72588 -6.75691 -2.11753 0.375 0.101 0.190 0.446
H 7.04788 1.82183 3.05913 -0.052 0.244 0.380 0.291
H -3.41819 -1.10187 -1.43521 -0.544 0.242 0.089 0.095
H 5.95203 -1.08119 -8.21870 0.145 -0.157 0.000 0.297
H 2.70501 -2.51884 -6.06173 -0.386 0.040 0.241 0.253
```
Forces are in eV/Å.